C20H26N4O3 | the ωB97M-V functional and the def2-TZVPD basis

Positions of all 53 atoms, in Å:
1 C 0.375 0.379 -7.701
2 O 1.324 0.497 -6.671
3 C 0.897 0.392 -5.379
4 C 1.886 0.508 -4.401
5 C 1.560 0.416 -3.065
6 C 0.245 0.204 -2.663
7 C -0.111 0.149 -1.206
8 C -0.547 1.540 -0.718
9 N -0.505 1.694 0.722
10 C 0.745 2.048 1.351
11 C 0.974 1.270 2.657
12 C 1.476 -0.148 2.334
13 O 1.881 -0.465 1.235
14 N 1.501 -0.982 3.393
15 C 1.718 -2.409 3.249
16 C 0.591 -3.089 2.443
17 C -0.736 -2.470 2.731
18 C -1.464 -2.431 3.935
19 N -2.560 -1.705 3.807
20 N -2.567 -1.278 2.549
21 C -1.490 -1.705 1.866
22 C -0.289 1.277 3.539
23 C -1.423 2.072 2.892
24 C -1.630 1.632 1.457
25 O -2.708 1.266 1.017
26 C -0.731 0.091 -3.640
27 C -0.419 0.180 -4.987
28 H -0.114 -0.601 -7.689
29 H 0.932 0.490 -8.630
30 H -0.386 1.165 -7.641
31 H 2.904 0.667 -4.718
32 H 2.336 0.500 -2.318
33 H -0.932 -0.553 -1.054
34 H 0.749 -0.181 -0.621
35 H -1.575 1.735 -1.032
36 H 0.106 2.300 -1.160
37 H 0.773 3.127 1.561
38 H 1.554 1.807 0.658
39 H 1.800 1.760 3.185
40 H 1.092 -0.675 4.260
41 H 2.670 -2.565 2.735
42 H 1.782 -2.830 4.253
43 H 0.797 -2.969 1.379
44 H 0.586 -4.155 2.680
45 H -1.234 -2.901 4.871
46 H -3.279 -0.645 2.212
47 H -1.328 -1.449 0.840
48 H -0.656 0.262 3.694
49 H -0.071 1.702 4.521
50 H -2.350 1.927 3.446
51 H -1.186 3.139 2.889
52 H -1.759 -0.074 -3.350
53 H -1.209 0.083 -5.715

Summary:
SMILES ... COc1ccc(CCN2C[C@H](C(=O)NCCc3cn[nH]c3)CCC2=O)cc1
ΔE to the lowest compared entry with this formula, charge and spin ... 162.8 kJ/mol
Multiplicity ... 1
HOMO-LUMO gap ... 8.9 eV

These are the Löwdin partial charges, in e, on atoms 1 to 2:
1. C -0.10
2. O -0.09



C4H9OS | the ωB97M-V functional and the def2-TZVPD basis

Positions of all 15 atoms, in Å:
1 C 0.539 -1.310 -2.033
2 C 0.380 0.021 -1.315
3 C -0.366 -0.174 0.021
4 O -0.010 -1.103 0.780
5 S 0.038 1.830 0.944
6 C -0.438 1.231 2.577
7 H 1.154 -1.988 -1.442
8 H 1.027 -1.198 -3.005
9 H -0.423 -1.796 -2.191
10 H 1.354 0.438 -1.080
11 H -0.178 0.722 -1.937
12 H -1.449 0.058 -0.071
13 H 0.153 0.354 2.843
14 H -0.303 2.022 3.312
15 H -1.479 0.894 2.597

Summary:
Net charge ... -1
SMILES ... CC[C@@H]([O-])SC
ΔE to the lowest compared entry with this formula, charge and spin ... 30.3 kJ/mol
Multiplicity ... 1
HOMO-LUMO gap ... 7.1 eV

These are the Löwdin partial charges, in e, on atoms 1 to 2:
1. C -0.14
2. C -0.31



C20H33F3O5S | the ωB97M-V functional and the def2-TZVPD basis

Positions of all 62 atoms, in Å:
1 C 1.263 -4.575 3.180
2 C 0.277 -5.006 2.640
3 C -0.976 -5.289 1.949
4 C -0.998 -4.921 0.438
5 C 0.361 -4.716 -0.227
6 C 1.034 -3.350 -0.005
7 C 0.142 -2.236 0.511
8 C 1.051 -1.051 0.879
9 C 1.547 -0.335 -0.393
10 C 0.679 0.846 -0.842
11 C 0.279 1.807 0.306
12 C -1.211 1.573 0.659
13 C 2.987 0.189 -0.209
14 C 4.051 -0.883 0.006
15 C 5.345 -0.182 0.490
16 C 5.202 0.369 1.937
17 S 1.529 -1.539 -1.775
18 O 0.272 -1.525 -2.452
19 O 2.576 -1.163 -2.661
20 O 1.757 -3.020 -1.236
21 H 2.178 -4.172 3.507
22 H -1.230 -6.335 2.095
23 H -1.773 -4.734 2.439
24 H -1.458 -5.767 -0.070
25 H -1.687 -4.099 0.272
26 H 0.246 -4.891 -1.294
27 H 1.048 -5.486 0.122
28 H 1.798 -3.495 0.754
29 H -0.688 -1.971 -0.140
30 H -0.301 -2.582 1.443
31 H 1.883 -1.486 1.427
32 H 0.531 -0.398 1.574
33 H -0.228 0.549 -1.361
34 H 1.250 1.425 -1.566
35 H 0.853 1.547 1.196
36 H 0.488 2.848 0.084
37 H -1.425 0.521 0.485
38 H -1.454 1.863 1.675
39 H -1.796 2.111 -0.079
40 H 2.944 0.888 0.626
41 H 3.291 0.769 -1.075
42 H 4.318 -1.393 -0.912
43 H 3.804 -1.617 0.775
44 H 6.184 -0.868 0.433
45 H 5.506 0.666 -0.174
46 H 5.252 1.454 1.910
47 H 5.948 -0.035 2.609
48 H 4.195 0.140 2.288
49 C -4.503 6.572 -2.888
50 C -4.860 5.105 -2.997
51 O -4.430 4.379 -1.831
52 C -5.225 4.454 -0.771
53 O -6.248 5.066 -0.700
54 C -4.655 3.592 0.363
55 F -3.338 3.781 0.516
56 F -4.848 2.289 0.114
57 F -5.239 3.865 1.526
58 H -3.436 6.692 -2.699
59 H -4.761 7.096 -3.808
60 H -5.033 7.045 -2.061
61 H -4.339 4.655 -3.839
62 H -5.927 4.962 -3.159

Summary:
SMILES ... C#CCCC[C@@H]1CC[C@@](CCC)(CCCC)S(=O)(=O)O1.CCOC(=O)C(F)(F)F
ΔE to the lowest compared entry with this formula, charge and spin ... 0.0 kJ/mol
Multiplicity ... 1
HOMO-LUMO gap ... 10.8 eV

These are the Löwdin partial charges, in e, on atoms 1 to 2:
1. C 0.12
2. C -0.15



C37H33LuN3OS3 | the ωB97M-V functional and the def2-TZVPD basis

Positions of all 78 atoms, in Å:
1 O 4.253 -1.458 2.765
2 C 3.801 -2.600 2.504
3 C 4.054 -3.368 1.229
4 C 3.317 -2.776 -0.034
5 N 3.443 -1.319 -0.039
6 C 4.751 -0.843 -0.373
7 C 5.809 -1.643 -0.802
8 C 7.063 -1.131 -1.119
9 C 7.295 0.237 -0.982
10 C 6.270 1.071 -0.565
11 C 5.025 0.540 -0.271
12 S 3.645 1.557 0.228
13 C 2.346 0.773 -0.698
14 C 1.345 1.521 -1.326
15 C 1.315 3.044 -1.205
16 C 0.253 3.407 -0.106
17 C -1.203 3.167 -0.571
18 S -2.402 3.974 0.585
19 C -3.944 3.237 0.155
20 S -5.312 3.696 0.913
21 N -3.983 2.243 -0.908
22 C -5.087 2.399 -1.772
23 C -6.343 1.741 -1.545
24 C -7.358 1.929 -2.449
25 C -7.182 2.737 -3.578
26 C -5.933 3.383 -3.808
27 C -4.907 3.222 -2.920
28 C -3.868 0.909 -0.463
29 C -4.260 0.422 0.803
30 C -4.079 -0.886 1.155
31 C -3.476 -1.810 0.262
32 C -3.105 -1.344 -0.996
33 C -3.273 -0.025 -1.366
34 C 0.398 0.812 -2.056
35 C 0.432 -0.585 -2.168
36 C 1.423 -1.286 -1.497
37 C 2.411 -0.656 -0.743
38 N 3.018 -3.243 3.526
39 C 1.629 -2.802 3.506
40 C 0.819 -3.281 4.535
41 C -0.524 -2.972 4.635
42 C -1.092 -2.146 3.657
43 C -0.286 -1.644 2.649
44 C 1.068 -1.951 2.557
45 H 3.716 -4.398 1.417
46 H 5.146 -3.417 1.093
47 H 2.278 -3.109 0.079
48 H 3.731 -3.263 -0.930
49 H 5.669 -2.720 -0.931
50 H 7.830 -1.820 -1.474
51 H 8.281 0.621 -1.247
52 H 6.461 2.142 -0.488
53 H 2.263 3.423 -0.802
54 H 1.020 3.526 -2.146
55 H 0.418 2.784 0.791
56 H 0.341 4.453 0.225
57 H -1.367 3.639 -1.552
58 H -1.447 2.099 -0.557
59 H -6.458 1.092 -0.676
60 H -8.306 1.414 -2.275
61 H -7.987 2.895 -4.297
62 H -5.819 3.991 -4.706
63 H -3.955 3.713 -3.137
64 H -4.724 1.082 1.537
65 H -4.363 -1.252 2.142
66 H -3.305 -2.854 0.530
67 H -2.636 -2.054 -1.683
68 H -2.942 0.301 -2.356
69 H -0.375 1.370 -2.590
70 H -0.325 -1.087 -2.768
71 H 1.419 -2.374 -1.581
72 H 3.393 -2.870 4.420
73 H 1.268 -3.942 5.285
74 H -1.080 -3.403 5.469
75 H -2.156 -1.914 3.726
76 H -0.787 -1.005 1.916
77 H 1.682 -1.533 1.756
78 Lu 5.549 -1.781 4.504

Summary:
Net charge ... +3
ΔE to the lowest compared entry with this formula, charge and spin ... 0.0 kJ/mol
Multiplicity ... 1
HOMO-LUMO gap ... 1.6 eV

These are the Löwdin partial charges, in e, on atoms 1 to 2:
1. O -0.32
2. C -0.49



Please write out number 1 again, unchanged.
C20H26N4O3 | the ωB97M-V functional and the def2-TZVPD basis

Positions of all 53 atoms, in Å:
1 C 0.375 0.379 -7.701
2 O 1.324 0.497 -6.671
3 C 0.897 0.392 -5.379
4 C 1.886 0.508 -4.401
5 C 1.560 0.416 -3.065
6 C 0.245 0.204 -2.663
7 C -0.111 0.149 -1.206
8 C -0.547 1.540 -0.718
9 N -0.505 1.694 0.722
10 C 0.745 2.048 1.351
11 C 0.974 1.270 2.657
12 C 1.476 -0.148 2.334
13 O 1.881 -0.465 1.235
14 N 1.501 -0.982 3.393
15 C 1.718 -2.409 3.249
16 C 0.591 -3.089 2.443
17 C -0.736 -2.470 2.731
18 C -1.464 -2.431 3.935
19 N -2.560 -1.705 3.807
20 N -2.567 -1.278 2.549
21 C -1.490 -1.705 1.866
22 C -0.289 1.277 3.539
23 C -1.423 2.072 2.892
24 C -1.630 1.632 1.457
25 O -2.708 1.266 1.017
26 C -0.731 0.091 -3.640
27 C -0.419 0.180 -4.987
28 H -0.114 -0.601 -7.689
29 H 0.932 0.490 -8.630
30 H -0.386 1.165 -7.641
31 H 2.904 0.667 -4.718
32 H 2.336 0.500 -2.318
33 H -0.932 -0.553 -1.054
34 H 0.749 -0.181 -0.621
35 H -1.575 1.735 -1.032
36 H 0.106 2.300 -1.160
37 H 0.773 3.127 1.561
38 H 1.554 1.807 0.658
39 H 1.800 1.760 3.185
40 H 1.092 -0.675 4.260
41 H 2.670 -2.565 2.735
42 H 1.782 -2.830 4.253
43 H 0.797 -2.969 1.379
44 H 0.586 -4.155 2.680
45 H -1.234 -2.901 4.871
46 H -3.279 -0.645 2.212
47 H -1.328 -1.449 0.840
48 H -0.656 0.262 3.694
49 H -0.071 1.702 4.521
50 H -2.350 1.927 3.446
51 H -1.186 3.139 2.889
52 H -1.759 -0.074 -3.350
53 H -1.209 0.083 -5.715

Summary:
SMILES ... COc1ccc(CCN2C[C@H](C(=O)NCCc3cn[nH]c3)CCC2=O)cc1
ΔE to the lowest compared entry with this formula, charge and spin ... 162.8 kJ/mol
Multiplicity ... 1
HOMO-LUMO gap ... 8.9 eV

These are the Löwdin partial charges, in e, on atoms 1 to 2:
1. C -0.10
2. O -0.09



multiplicity of number 3 (C20H33F3O5S)?
1